No. 1
ORCA calculation (ωB97M-V with the def2-TZVPD basis set) on a cluster of 11 separate species, C4H30N2O11 in total.

Geometry as XYZ:
```
47
Properties=species:S:1:pos:R:3:nbo_charge:R:1
O -0.64 -3.93 -0.06 -0.93
O -2.08 0.27 4.19 -0.95
O 3.68 -1.44 -0.94 -0.97
O -2.63 0.60 -3.06 -1.00
O 0.62 0.46 -2.94 -0.63
O 3.93 0.69 2.51 -0.93
O -0.52 -2.30 2.88 -0.94
O 3.13 1.04 -2.40 -0.96
O -3.61 0.92 -0.67 -0.97
O -3.31 -0.43 1.83 -0.97
O 2.91 3.06 1.28 -0.94
N -0.24 0.15 0.46 -0.67
N -0.05 2.24 -1.05 -0.85
C -0.09 1.58 0.27 -0.07
C -0.03 -0.54 -2.66 0.44
C 0.69 -0.67 -0.22 -0.23
C 0.18 -1.42 -1.57 -0.56
H 1.63 -0.25 -0.31 0.21
H -0.76 -0.64 -3.49 0.17
H -2.39 0.13 3.33 0.47
H -0.95 -4.77 -0.34 0.46
H -3.31 0.43 0.12 0.50
H -3.15 0.56 -2.20 0.51
H -3.68 1.86 -0.46 0.49
H 3.07 3.22 0.40 0.47
H -4.13 -0.07 2.38 0.50
H 2.17 3.69 1.56 0.48
H -0.85 -1.69 3.55 0.48
H 2.34 0.93 -1.86 0.47
H 2.75 1.00 -3.30 0.49
H 0.78 2.12 0.76 0.20
H 4.23 -0.69 -1.39 0.51
H 3.37 1.10 1.93 0.47
H -1.03 2.04 0.71 0.16
H 0.72 1.94 -1.56 0.36
H -1.20 -0.16 0.45 0.35
H 0.89 -1.40 0.63 0.22
H -1.20 0.53 4.14 0.47
H -0.85 -1.80 2.08 0.46
H 0.80 -2.17 -2.00 0.26
H -0.71 -2.03 -1.27 0.25
H -3.84 -1.27 1.62 0.50
H 3.84 -2.26 -1.39 0.47
H -0.94 2.18 -1.53 0.35
H 3.83 -0.26 2.12 0.46
H -2.35 1.45 -3.33 0.47
H -1.02 -4.02 0.82 0.47
```

spin multiplicity: 1
energy relative to the best compared isomer or geometry (same formula, charge and spin): 114.3 kcal per mole
max |F|: 5.11 eV/Å
SMILES: NCNCCC=O.O.O.O.O.O.O.O.O.O.O

No. 2
ORCA calculation (ωB97M-V with the def2-TZVPD basis set) on a cluster of 10 separate species, C4H30N2O9 in total.

Geometry as XYZ:
```
45
Properties=species:S:1:pos:R:3:nbo_charge:R:1
O -3.79 0.12 -2.29 -0.92
O 3.88 -3.08 -2.32 -0.93
O -1.26 -2.95 2.44 -0.94
O -4.26 0.31 1.00 -0.94
O -0.91 -0.33 2.17 -0.94
O 1.74 -2.90 -0.02 -0.98
O 3.43 -0.05 3.84 -0.90
O -3.08 -2.89 -0.15 -0.98
O 1.79 -0.76 1.90 -1.01
N -0.24 -0.74 -1.41 -0.86
N 1.23 1.76 0.15 -0.90
C 0.17 1.76 -0.87 -0.08
C 0.30 3.02 -1.81 -0.43
C 0.44 0.51 -1.77 -0.23
C 0.43 4.26 -0.93 -0.63
H 1.59 0.28 -1.75 0.19
H 1.98 -2.33 0.72 0.49
H 3.49 0.79 4.09 0.47
H 2.84 -0.45 4.33 0.46
H -0.68 -3.50 2.20 0.45
H 1.42 -0.25 1.16 0.50
H -4.01 -0.36 -3.00 0.46
H -0.96 1.69 -0.46 0.20
H 0.43 5.20 -1.67 0.21
H 1.43 4.44 -0.44 0.21
H 0.24 0.64 -2.85 0.19
H -3.02 -0.32 -2.04 0.46
H -2.42 -2.66 0.61 0.50
H -3.38 -3.90 0.15 0.48
H -1.83 -0.55 1.91 0.48
H 4.16 -2.40 -2.93 0.45
H 1.06 -2.52 -0.56 0.47
H -0.08 -1.04 -0.51 0.37
H -1.02 0.61 2.15 0.46
H 1.96 2.44 0.04 0.38
H -4.48 0.52 0.12 0.48
H 4.01 -2.56 -1.47 0.47
H -0.55 4.41 -0.41 0.22
H 1.26 3.05 -2.45 0.20
H -4.20 -0.60 0.91 0.47
H -0.58 3.17 -2.55 0.23
H -0.53 -2.32 2.95 0.50
H 0.81 1.63 1.16 0.38
H -1.14 -0.70 -1.86 0.35
H 2.37 -0.41 2.50 0.49
```

spin multiplicity: 1
energy relative to the best compared isomer or geometry (same formula, charge and spin): 149.1 kcal per mole
max |F|: 10.57 eV/Å
SMILES: CC[C@H](N)CN.O.O.O.O.O.O.O.O.O

No. 3
ORCA calculation (ωB97M-V with the def2-TZVPD basis set) on a structure of composition C4H30NO12S.

Geometry as XYZ:
```
48
Properties=species:S:1:pos:R:3:nbo_charge:R:1
S 1.68 -0.79 3.44 -0.08
O -1.98 -3.00 1.59 -1.01
O 0.43 -3.70 0.70 -1.02
O 1.92 2.17 -2.21 -1.03
O -0.66 1.00 -3.95 -1.03
O 1.20 -0.30 -2.50 -1.10
O 1.42 2.88 0.49 -0.98
O 1.22 -2.51 -1.50 -1.14
O -1.38 3.63 -0.37 -0.99
O -4.10 -1.85 0.24 -0.95
O -1.87 2.77 2.96 -0.96
O -1.68 1.26 -1.50 -0.72
O 3.51 -0.32 -0.96 -0.98
N -0.51 0.71 0.32 -0.66
C -1.21 0.36 -0.80 0.74
C 1.30 0.31 2.01 -0.52
C -1.63 -1.07 -1.13 -0.75
C 0.34 -0.34 0.95 -0.26
H -1.67 -2.69 2.45 0.47
H 3.16 -1.20 -1.14 0.49
H -0.26 -1.11 1.45 0.20
H -0.94 -1.33 -2.01 0.26
H 1.18 -1.37 -2.02 0.51
H 1.59 1.22 -2.11 0.50
H -2.05 3.23 2.14 0.48
H -2.65 -1.01 -1.44 0.26
H 0.67 -3.12 -0.13 0.52
H 0.97 3.71 0.36 0.48
H 2.24 0.55 1.50 0.23
H 1.31 2.47 -2.88 0.49
H 0.68 -3.14 -1.97 0.45
H -1.13 -3.48 1.28 0.51
H 0.97 -0.84 0.17 0.23
H 0.96 1.30 2.44 0.23
H 0.75 -4.56 0.42 0.47
H 0.03 0.43 -3.59 0.48
H -1.48 -1.72 -0.29 0.24
H -3.40 -1.42 0.72 0.48
H 1.61 -1.86 2.60 0.14
H 1.76 -0.36 -3.26 0.47
H -3.74 -2.73 0.12 0.47
H -0.10 1.65 0.42 0.45
H 2.93 0.40 -1.17 0.48
H -2.32 3.46 -0.60 0.48
H 1.97 2.72 -0.29 0.51
H -0.92 3.07 -1.05 0.50
H -1.21 1.04 -3.10 0.49
H -1.45 1.93 2.76 0.48
```

spin multiplicity: 1
charge: -1
energy relative to the best compared isomer or geometry (same formula, charge and spin): 46.4 kcal per mole
max |F|: 2.96 eV/Å

No. 4
ORCA calculation (ωB97M-V with the def2-TZVPD basis set) on a cluster of 13 separate species, C4H30NO13S in total.

Geometry as XYZ:
```
49
Properties=species:S:1:pos:R:3:nbo_charge:R:1
S -0.14 -4.15 0.08 -0.08
O 2.22 1.49 -2.04 -1.01
O 0.52 3.29 2.41 -0.58
O -0.68 1.03 2.36 -1.02
O -1.56 -1.46 3.43 -0.99
O 3.27 -1.78 -2.42 -0.95
O 1.38 -0.73 2.45 -1.00
O -4.17 -0.55 1.52 -0.98
O -1.31 0.61 -4.08 -0.97
O 0.26 2.33 -0.54 -1.04
O -3.14 -1.00 -0.97 -0.81
O 4.65 2.43 0.86 -0.99
O 3.97 -0.07 1.96 -1.00
O -3.19 -1.38 -3.65 -0.99
N -1.84 0.81 -0.60 -0.95
C -1.99 -0.52 -0.73 0.64
C 1.39 3.28 1.57 0.33
C -1.38 -2.94 -0.52 -0.49
C -0.85 -1.47 -0.45 -0.52
H -3.30 -1.27 -2.66 0.51
H 4.56 1.59 1.36 0.50
H -2.29 -3.06 0.07 0.23
H 2.01 1.95 -2.86 0.46
H -1.58 -3.06 -1.59 0.22
H 1.45 1.76 -1.45 0.50
H 4.15 2.26 0.05 0.47
H 2.51 -1.47 -1.91 0.48
H -4.04 0.40 1.55 0.46
H 4.33 -0.77 1.37 0.47
H 3.52 -1.06 -3.00 0.47
H -2.20 0.27 -3.87 0.49
H 1.80 2.36 1.16 0.15
H 3.04 -0.38 2.14 0.51
H 0.16 -3.66 1.28 0.13
H -2.32 -1.53 2.83 0.48
H 0.69 -0.02 2.35 0.51
H -3.74 -0.83 0.69 0.49
H -0.39 -1.27 0.51 0.24
H -0.15 1.83 2.54 0.50
H -2.74 1.26 -0.74 0.36
H -0.89 1.00 1.40 0.51
H -0.03 -1.38 -1.19 0.22
H 1.79 4.25 1.24 0.12
H -0.22 3.08 -0.91 0.48
H -1.17 -0.60 3.23 0.49
H -2.42 -1.94 -3.74 0.46
H 1.44 -1.09 3.34 0.49
H -0.46 1.55 -0.64 0.50
H -0.93 0.61 -3.20 0.46
```

spin multiplicity: 1
charge: -1
energy relative to the best compared isomer or geometry (same formula, charge and spin): 10.0 kcal per mole
max |F|: 2.25 eV/Å

No. 5
ORCA calculation (ωB97M-V with the def2-TZVPD basis set) on a cluster of 10 separate species, C4H31N2O9 in total.

Geometry as XYZ:
```
46
Properties=species:S:1:pos:R:3:nbo_charge:R:1
O -0.30 4.07 1.55 -0.97
O -2.74 0.00 0.96 -0.96
O 1.34 3.01 -0.31 -1.01
O -0.15 0.90 1.10 -1.02
O 0.51 0.70 4.21 -0.94
O 1.73 -1.94 3.20 -0.98
O -0.38 -3.35 2.56 -0.98
O -0.27 2.77 -2.49 -1.00
O 2.59 0.73 0.01 -1.02
N 0.97 -1.53 0.33 -0.73
N -2.09 0.40 -2.82 -0.87
C 0.02 -0.79 -2.48 -0.42
C -1.52 -0.94 -2.52 -0.22
C 0.76 -2.05 -2.03 -0.42
C 0.47 -2.55 -0.63 -0.23
H -0.44 0.86 4.15 0.47
H -1.83 0.65 -3.77 0.37
H 0.74 1.10 3.36 0.47
H -1.76 -1.64 -3.33 0.18
H 3.43 0.80 -0.44 0.48
H 0.16 0.11 -1.87 0.22
H -1.92 -1.29 -1.57 0.19
H 0.85 -3.56 -0.51 0.23
H -0.59 -2.66 -0.41 0.21
H -1.03 2.19 -2.41 0.51
H 2.66 -1.74 3.39 0.49
H -0.15 4.26 2.48 0.49
H 1.87 -1.13 0.08 0.46
H -3.37 -0.48 1.51 0.50
H -0.09 3.06 -3.39 0.49
H 0.19 -3.52 3.31 0.51
H 2.11 1.59 0.02 0.52
H -3.09 0.34 -2.72 0.37
H 0.36 -0.68 0.38 0.47
H 1.30 -1.07 3.13 0.49
H -0.10 1.85 0.89 0.52
H 0.92 -1.96 1.26 0.47
H 1.30 3.81 0.21 0.51
H 0.39 -0.60 -3.48 0.22
H -3.30 0.56 0.40 0.49
H 1.85 -1.90 -2.14 0.22
H 0.60 -2.83 -2.78 0.23
H -0.76 4.85 1.21 0.49
H 0.79 3.05 -1.12 0.52
H -1.11 0.70 1.09 0.50
H -0.94 -4.12 2.40 0.48
```

spin multiplicity: 1
charge: +1
energy relative to the best compared isomer or geometry (same formula, charge and spin): 25.3 kcal per mole
max |F|: 1.33 eV/Å

No. 6
ORCA calculation (ωB97M-V with the def2-TZVPD basis set) on a cluster of 12 separate species, C4H31NO12S in total.

Geometry as XYZ:
```
49
Properties=species:S:1:pos:R:3:nbo_charge:R:1
S 1.70 -2.63 -2.60 -0.06
O 0.65 -0.88 3.53 -1.01
O -0.55 2.49 2.23 -1.00
O 1.35 2.25 -1.93 -0.71
O 1.86 1.31 2.22 -1.01
O -3.90 0.90 -0.71 -1.00
O 1.27 -2.49 1.42 -1.01
O -1.00 -3.13 0.16 -1.00
O -2.23 2.96 0.11 -0.98
O 2.96 -0.45 0.46 -1.02
O -1.81 0.09 2.95 -1.00
O -1.91 -0.60 0.27 -1.03
O 3.48 0.65 -1.84 -0.99
N -0.08 0.68 -1.10 -0.62
C -1.10 -0.60 -2.89 -0.61
C 0.46 1.90 -1.14 0.54
C 0.73 -1.59 -1.47 -0.55
C 0.19 -0.33 -2.14 -0.08
H 2.62 1.71 2.64 0.50
H -0.94 -1.28 -3.74 0.21
H 2.19 0.71 1.49 0.53
H -2.79 -0.43 -0.12 0.52
H -1.52 0.32 -3.29 0.22
H -1.53 1.02 2.82 0.49
H 3.52 0.11 -2.66 0.49
H -3.26 1.62 -0.45 0.51
H 2.74 1.29 -1.98 0.52
H 1.00 -2.03 2.26 0.51
H -1.97 -0.20 2.01 0.50
H -0.72 0.41 -0.37 0.44
H 0.92 0.12 -2.80 0.22
H 0.06 2.60 -0.42 0.14
H -0.44 3.17 2.90 0.50
H -0.31 -0.65 3.43 0.51
H -4.39 1.23 -1.46 0.48
H 1.40 -1.33 -0.67 0.23
H 0.30 2.03 2.10 0.52
H -0.14 -2.89 0.58 0.52
H -1.86 -1.03 -2.26 0.21
H -2.72 3.73 0.45 0.48
H 3.13 -0.07 -0.44 0.52
H -1.38 -3.79 0.73 0.49
H -0.07 -2.16 -1.02 0.25
H -1.66 2.69 0.87 0.51
H 0.69 -3.17 -3.29 0.12
H 3.84 -0.80 0.78 0.50
H 1.09 -0.07 3.18 0.48
H 1.85 -1.84 0.97 0.49
H -1.72 -1.56 0.21 0.52
```

spin multiplicity: 1
energy relative to the best compared isomer or geometry (same formula, charge and spin): 0.0 kcal per mole
max |F|: 1.95 eV/Å
SMILES: C[C@H](CS)NC=O.O.O.O.O.O.O.O.O.O.O.O

No. 7
ORCA calculation (ωB97M-V with the def2-TZVPD basis set) on a cluster of 12 separate species, C4H31NO12S in total.

Geometry as XYZ:
```
49
Properties=species:S:1:pos:R:3:nbo_charge:R:1
S 2.94 1.66 -2.47 -0.11
O -3.18 -1.32 -0.17 -1.01
O 0.39 4.27 -0.39 -0.95
O 1.58 0.74 1.27 -0.65
O -1.33 3.89 2.25 -0.96
O 1.89 -3.56 -1.75 -0.94
O -0.82 -2.37 -2.07 -0.94
O -1.15 -3.52 3.01 -0.95
O 3.38 -0.64 2.65 -0.96
O 1.40 -2.63 3.66 -1.00
O -2.13 3.59 -1.42 -1.00
O -2.79 -4.03 0.23 -0.95
O -4.17 0.89 -1.04 -0.94
N -0.73 0.59 1.51 -0.83
C 0.45 0.81 0.79 0.70
C 2.34 0.04 -1.77 -0.52
C 0.15 1.14 -0.70 -0.53
C 0.87 0.17 -1.76 -0.47
H -2.38 -4.81 0.53 0.49
H -3.99 -0.83 -0.52 0.51
H -1.54 0.42 1.03 0.40
H 0.31 4.19 0.54 0.49
H 2.81 -0.81 -2.48 0.26
H -3.44 1.40 -1.46 0.50
H -0.34 -2.98 3.21 0.49
H -4.42 1.36 -0.37 0.46
H -1.16 3.62 -1.40 0.51
H 0.68 2.05 -0.92 0.23
H -2.25 3.74 2.00 0.49
H 4.00 -0.57 1.87 0.47
H 0.37 -0.06 -2.74 0.25
H -1.57 -2.95 2.35 0.44
H 3.32 1.12 -3.67 0.14
H 1.55 -2.68 2.75 0.49
H -2.54 4.25 -1.94 0.48
H 1.90 -4.48 -1.41 0.46
H 0.46 -0.83 -1.39 0.23
H -3.53 -2.19 -0.02 0.48
H -1.17 -2.76 -2.77 0.47
H 2.58 -0.40 2.29 0.48
H -0.84 3.14 2.48 0.47
H -1.45 -1.99 -1.59 0.48
H 2.80 -0.19 -0.74 0.24
H -0.95 1.37 -1.03 0.24
H 2.09 -2.22 4.28 0.53
H -0.86 0.68 2.46 0.39
H -2.13 -3.30 0.45 0.47
H 1.05 -3.28 -1.54 0.48
H 1.22 3.81 -0.66 0.48
```

spin multiplicity: 1
energy relative to the best compared isomer or geometry (same formula, charge and spin): 116.6 kcal per mole
max |F|: 7.60 eV/Å
SMILES: NC(=O)CCCS.O.O.O.O.O.O.O.O.O.O.O

No. 8
ORCA calculation (ωB97M-V with the def2-TZVPD basis set) on a cluster of 13 separate species, C4H31NO14S in total.

Geometry as XYZ:
```
51
Properties=species:S:1:pos:R:3:nbo_charge:R:1
S -0.66 -1.93 0.58 0.01
O -0.90 -2.23 -4.32 -0.97
O 1.43 0.94 -2.12 -0.88
O -3.57 1.66 0.06 -0.98
O -2.58 -3.61 3.13 -0.93
O -0.99 2.32 -2.33 -0.98
O -0.99 1.81 2.22 -0.78
O 2.36 3.59 2.27 -0.96
O -4.60 -0.83 2.81 -0.94
O 0.13 3.65 3.92 -1.00
O 0.18 -4.81 -2.59 -0.94
O 3.59 0.93 -3.86 -0.98
O 4.80 0.45 2.12 -0.96
O -3.33 -1.11 -0.57 -0.95
O 1.99 -1.46 -3.01 -1.00
N 1.61 1.39 0.16 -0.65
C 0.33 0.71 0.47 -0.14
C 1.95 1.52 -1.08 0.46
C 0.65 -0.79 0.25 -0.57
C 0.10 0.93 1.96 -0.06
H 5.15 1.14 1.55 0.48
H 0.94 1.39 2.47 0.20
H -0.26 -4.48 -1.80 0.47
H -2.07 -2.94 2.63 0.47
H 0.93 -0.87 -0.80 0.24
H 2.80 1.28 -3.42 0.49
H -1.70 1.73 -2.58 0.45
H 2.94 2.83 2.34 0.48
H -4.34 -1.76 2.90 0.47
H -3.87 -0.40 2.36 0.47
H -2.86 -1.31 -1.39 0.48
H 3.99 0.08 1.76 0.48
H -0.45 1.14 -0.16 0.22
H -0.30 -2.88 -3.93 0.49
H 1.00 -5.16 -2.24 0.47
H 1.87 3.31 1.49 0.50
H -0.52 3.32 3.27 0.48
H -2.99 -4.00 2.34 0.46
H -0.19 1.76 -2.28 0.50
H 1.44 -1.12 0.93 0.24
H 1.71 -0.54 -2.71 0.51
H -0.43 -1.39 -4.31 0.48
H 1.51 -2.05 -2.42 0.45
H -2.97 1.95 -0.63 0.48
H 2.77 2.22 -1.23 0.13
H 3.58 -0.01 -3.67 0.48
H -0.10 0.02 2.54 0.16
H -1.77 1.84 1.66 0.50
H 0.91 3.68 3.33 0.48
H -3.76 0.73 -0.09 0.50
H -2.78 -1.60 0.06 0.47
```

spin multiplicity: 2
charge: -1
expectation value of S²: 0.75
energy relative to the best compared isomer or geometry (same formula, charge and spin): 0.0 kcal per mole
max |F|: 2.84 eV/Å

No. 9
ORCA calculation (ωB97M-V with the def2-TZVPD basis set) on a cluster of 11 separate species, C4H33N2O10 in total.

Geometry as XYZ:
```
49
Properties=species:S:1:pos:R:3:nbo_charge:R:1
O -0.95 2.84 -1.19 -1.05
O 0.78 -0.40 3.46 -1.00
O -1.82 3.19 1.31 -0.97
O 0.04 -2.90 2.76 -0.98
O 1.18 3.54 -2.68 -0.97
O -0.78 0.73 1.60 -1.03
O 2.35 1.33 2.12 -0.99
O -2.93 1.64 -2.50 -0.95
O -2.18 -1.46 2.28 -0.98
O 1.03 -4.09 0.59 -0.98
N 1.06 1.07 -0.38 -0.79
N -0.04 -1.49 -0.99 -0.66
C 2.04 0.82 -1.47 -0.25
C 0.81 -1.31 -2.19 -0.23
C 2.15 -0.68 -1.77 -0.42
C -1.48 -1.46 -1.31 -0.43
H -1.46 2.32 1.52 0.51
H 2.47 2.05 2.74 0.49
H -1.43 -2.02 2.47 0.50
H 0.22 -2.29 -0.49 0.37
H -1.31 3.16 -0.26 0.52
H -3.86 1.98 -2.29 0.49
H 0.11 -3.46 3.46 0.49
H 2.03 -4.29 0.60 0.51
H 0.28 -0.64 -2.94 0.20
H 0.99 4.28 -3.17 0.47
H 0.40 -3.30 1.95 0.52
H 0.59 -4.89 0.25 0.51
H -2.87 -1.99 1.97 0.48
H -1.44 0.04 1.70 0.51
H -2.76 3.15 1.58 0.48
H 1.89 0.63 2.67 0.50
H 0.37 1.79 -0.59 0.46
H 0.99 -2.23 -2.73 0.19
H -0.12 0.55 2.34 0.50
H -1.76 -2.23 -2.02 0.18
H 3.03 1.20 -1.18 0.23
H 2.58 -1.24 -0.85 0.20
H 0.51 0.19 -0.11 0.48
H -2.89 1.82 -3.42 0.49
H 1.66 1.40 -2.42 0.25
H 1.54 1.40 0.48 0.46
H -2.05 -1.57 -0.35 0.20
H 0.63 -1.33 3.17 0.52
H -1.66 2.42 -1.67 0.50
H 0.41 3.38 -2.15 0.49
H 2.86 -0.83 -2.61 0.24
H -1.78 -0.48 -1.70 0.21
H 0.58 -0.33 4.44 0.51
```

spin multiplicity: 1
charge: +1
energy relative to the best compared isomer or geometry (same formula, charge and spin): 10.4 kcal per mole
max |F|: 3.99 eV/Å

No. 10
ORCA calculation (ωB97M-V with the def2-TZVPD basis set) on a cluster of 12 separate species, C4H33NO12 in total.

Geometry as XYZ:
```
50
Properties=species:S:1:pos:R:3:nbo_charge:R:1
O 2.32 0.68 -3.00 -1.02
O 3.05 -0.24 3.01 -1.01
O -0.68 -2.36 -3.16 -1.01
O -0.39 0.73 -3.60 -1.01
O -1.33 -0.98 3.94 -0.99
O -4.15 -0.21 -1.61 -0.99
O 1.08 -2.13 3.26 -0.98
O -2.68 1.81 -2.65 -0.99
O -0.97 1.75 4.15 -0.95
O -2.79 -2.53 -1.44 -0.99
O 2.81 1.74 -0.43 -0.77
O 2.03 -2.05 -3.12 -1.00
N 1.35 1.66 1.54 -0.68
C 0.88 -0.53 0.39 -0.65
C -0.93 1.18 0.79 -0.64
C 0.39 0.59 1.29 -0.06
C 1.81 2.40 0.40 0.08
H -1.20 1.20 -3.30 0.51
H 1.82 -0.96 0.74 0.21
H -1.02 2.25 0.97 0.21
H -0.57 -0.22 -3.54 0.49
H 0.15 -1.33 0.30 0.20
H 3.31 1.16 0.16 0.48
H 1.00 2.61 -0.30 0.18
H -1.02 1.05 -0.29 0.22
H 0.92 -2.37 2.33 0.47
H 0.20 0.14 2.27 0.19
H -1.71 -1.28 4.77 0.48
H -4.91 -0.42 -2.18 0.48
H -2.56 2.40 -1.90 0.47
H -2.02 -2.51 -2.05 0.52
H 3.91 -0.62 3.19 0.48
H 1.38 0.89 -3.26 0.51
H 1.04 -0.15 -0.62 0.23
H 2.70 -2.40 -2.52 0.48
H -0.82 -2.87 -3.98 0.49
H 2.36 -0.94 3.09 0.51
H -1.66 2.18 3.63 0.48
H -0.17 1.97 3.63 0.50
H -3.26 1.06 -2.34 0.51
H -2.51 -2.72 -0.53 0.48
H -1.75 0.66 1.27 0.22
H 2.14 -1.06 -3.09 0.52
H 0.30 -2.23 -3.07 0.53
H 2.12 1.33 2.12 0.41
H 2.47 1.10 -2.11 0.51
H -1.25 0.01 4.06 0.51
H 0.23 -1.70 3.54 0.51
H -3.66 -1.08 -1.53 0.51
H 2.27 3.33 0.77 0.17
```

spin multiplicity: 1
energy relative to the best compared isomer or geometry (same formula, charge and spin): 7.3 kcal per mole
max |F|: 1.07 eV/Å
SMILES: CC(C)NCO.O.O.O.O.O.O.O.O.O.O.O

Looking at total energy for the records above, in order, we have -1107.42177 -956.89715 -1526.32982 -1601.57822 -957.49996 -1526.91388 -1526.72812 -1677.34745 -1033.93202 -1129.89285 Eh.